The following is a DFT calculation (the ωB97M-V functional and the def2-TZVPD basis) of the molecule C19H23ClN4O4.

Last column: Löwdin charge in e.
Element x y z (Å)
O 2.25205 -0.79186 -0.87152  0.055
C 2.06789 -0.01539 0.05323  -0.502
N 1.28892 -0.29674 1.11125  0.107
H 1.02840 0.45724 1.73822  0.099
C 0.46196 -1.48123 1.14780  -0.171
C 0.38122 -2.09099 2.54608  -0.143
H -0.25396 -2.97697 2.49147  0.106
H 1.37235 -2.40622 2.87362  0.115
C -0.17972 -1.10768 3.58627  -0.138
N -1.33163 -0.38479 3.11500  -0.065
C -1.27810 0.89161 2.69828  -0.456
O -0.26560 1.57105 2.67694  0.034
C -2.67280 1.31346 2.28894  -0.070
H -2.64372 1.92056 1.38713  0.116
C -3.39877 -0.01594 2.09256  -0.142
H -4.45986 0.03809 2.32569  0.110
H -3.28005 -0.33304 1.05658  0.106
C -2.64694 -0.97598 3.02057  -0.134
H -2.58804 -1.98925 2.61769  0.122
H -3.10872 -1.02490 4.01623  0.127
H -3.10641 1.90878 3.09541  0.127
H -0.44541 -1.64912 4.50021  0.127
H 0.57753 -0.35938 3.83446  0.125
H -0.54633 -1.23457 0.79430  0.103
H 0.90358 -2.19562 0.44805  0.127
C 2.76621 1.33420 0.11861  -0.087
H 3.50504 1.29065 0.92244  0.125
H 3.31027 1.45557 -0.81974  0.114
C 1.85633 2.54687 0.35753  -0.147
H 1.60831 2.63070 1.41606  0.097
H 2.42386 3.43274 0.07151  0.110
C 0.52346 2.53161 -0.41530  -0.101
N 0.52090 1.63979 -1.56662  0.075
C 1.40734 1.94498 -2.58155  -0.474
O 2.05595 2.96430 -2.60172  0.103
N 1.49179 1.02342 -3.59626  0.192
C 0.79802 -0.15505 -3.63713  -0.175
C 1.00367 -1.08483 -4.65407  -0.032
C 0.26099 -2.24901 -4.65961  -0.664
C -0.68996 -2.51154 -3.67667  -0.098
C -0.88887 -1.58756 -2.67611  0.008
C -0.15500 -0.40322 -2.64431  -0.072
C -0.33784 0.55355 -1.55368  -0.361
O -1.17741 0.42151 -0.68190  0.068
H -1.61286 -1.76063 -1.89522  0.122
H -1.25274 -3.43038 -3.70498  0.104
Cl 0.51557 -3.40082 -5.91461  0.694
H 1.74059 -0.90004 -5.41993  0.114
H 2.18587 1.21801 -4.30567  0.170
H -0.27848 2.18251 0.23575  0.097
H 0.29118 3.54155 -0.76127  0.134

E	-1718.14098	a.u.
SMILES	O=C(CCCn1c(=O)[nH]c2cc(Cl)ccc2c1=O)NCCCN1CCCC1=O
HOMO level	-8.79	eV
energy relative to the best compared isomer or geometry (same formula, charge and spin)	0.00	kcal per mole
F_max	0.76	eV/Å
molecular weight	406.870	g mol⁻¹
Kohn-Sham gap	9.119	eV